Computed, not measured: the molecule B3H3O6 at a distorted geometry, with ωB97M-V with the def2-TZVPD basis set.

Geometry as XYZ:
```
12
Properties=species:S:1:pos:R:3:nbo_charge:R:1
O -2.555 -0.770 0.859 -0.898
B -1.265 -0.306 0.542 1.332
O -0.100 -0.995 0.853 -0.929
B 1.161 -0.776 0.265 1.302
O 2.253 -1.394 0.807 -0.900
O 1.271 0.201 -0.694 -0.920
B 0.222 1.237 -0.748 1.319
O 0.192 2.389 -1.482 -0.887
O -0.963 0.891 -0.131 -0.945
H -2.592 -1.727 0.975 0.506
H 3.130 -1.336 0.374 0.512
H -0.752 2.586 -1.619 0.508
```

spin multiplicity = 1
LUMO energy = 0.0083 hartree
Kohn-Sham gap = 12.0 eV
SMILES = OB1OB(O)OB(O)O1
E_HOMO = -11.8 eV